No. 1
This record from the Open Molecules 2025 dataset describes C20H32N2O2 in the gas phase. The level of theory is the ωB97M-V functional and the def2-TZVPD basis.

Output
lowest unoccupied orbital energy: 0.031 hartree
Kohn-Sham gap: 8.854 eV
HOMO energy: -8.02 eV
SMILES: COc1ccc(CN2CCN(CC3CC3)C[C@@H]2CCO)c(C)c1C
ΔE to the lowest compared entry with this formula, charge and spin: 62.5 kcal/mol
electronic energy: -28333.240 eV

Structure (XYZ):
```
56
Properties=species:S:1:pos:R:3:lowdin_charge:R:1
C -5.30 -1.81 -2.37 -0.0914
O -5.32 -0.96 -1.26 -0.1035
C -4.19 -0.87 -0.48 -0.2257
C -3.03 -1.59 -0.73 -0.0128
C -1.94 -1.43 0.10 -0.0357
C -1.97 -0.56 1.18 -0.1704
C -0.74 -0.41 2.04 -0.1426
N 0.47 -0.67 1.28 -0.1479
C 1.63 -0.97 2.09 -0.1686
C 2.76 -1.47 1.19 -0.1761
N 3.06 -0.48 0.17 -0.1659
C 4.21 -0.86 -0.64 -0.1774
C 4.73 0.31 -1.44 -0.2915
C 4.33 0.51 -2.88 -0.1311
C 5.72 0.08 -2.54 -0.1190
C 1.87 -0.26 -0.63 -0.1339
C 0.77 0.33 0.26 -0.2777
C 1.20 1.71 0.80 -0.1239
C 0.98 2.84 -0.20 -0.2612
O 1.81 2.78 -1.34 -0.0709
C -3.15 0.14 1.46 -0.1761
C -3.22 1.04 2.66 -0.0341
C -4.26 0.00 0.62 -0.1492
C -5.53 0.76 0.86 -0.0327
H -6.28 -1.71 -2.84 0.0929
H -4.53 -1.51 -3.09 0.0958
H -5.14 -2.85 -2.09 0.0950
H -2.96 -2.28 -1.56 0.0998
H -1.03 -1.98 -0.09 0.1123
H -0.72 0.58 2.52 0.1052
H -0.78 -1.16 2.84 0.1351
H 1.98 -0.10 2.67 0.1235
H 1.37 -1.76 2.79 0.1219
H 3.66 -1.63 1.80 0.1201
H 2.46 -2.43 0.74 0.1274
H 3.98 -1.70 -1.32 0.1327
H 5.00 -1.19 0.04 0.1250
H 4.86 1.20 -0.84 0.1342
H 3.67 -0.23 -3.33 0.1018
H 4.16 1.51 -3.24 0.0977
H 6.01 -0.94 -2.76 0.0990
H 6.53 0.79 -2.67 0.0956
H 2.10 0.44 -1.43 0.1049
H 1.51 -1.20 -1.08 0.1328
H -0.14 0.45 -0.34 0.1461
H 0.63 1.95 1.69 0.1091
H 2.26 1.66 1.06 0.1124
H -0.05 2.81 -0.59 0.1214
H 1.13 3.80 0.31 0.1150
H 2.72 2.68 -1.04 0.0781
H -4.25 1.28 2.91 0.0650
H -2.77 0.55 3.52 0.0821
H -2.69 1.97 2.47 0.0916
H -6.02 0.42 1.77 0.0877
H -6.21 0.60 0.03 0.0729
H -5.33 1.83 0.95 0.0854
```


No. 2
This record from the Open Molecules 2025 dataset describes 3 unconnected molecules or ions with the total composition C3H13N2O3 in a non-equilibrium geometry. The level of theory is the ωB97M-V functional and the def2-TZVPD basis.

Output
lowest unoccupied orbital energy: -0.263 hartree
Kohn-Sham gap: 7.406 eV
HOMO energy: -14.58 eV
ΔE to the lowest compared entry with this formula, charge and spin: 98.8 kcal/mol
electronic energy: -12435.387 eV
net charge: +1

Structure (XYZ):
```
21
Properties=species:S:1:pos:R:3:lowdin_charge:R:1
C 0.23 1.05 1.72 -0.2245
C 0.77 0.69 0.42 0.2302
C 0.21 1.18 -0.85 -0.4459
N 1.17 1.49 -1.84 0.1459
O -0.69 0.18 -1.36 -0.0074
N -0.49 -0.06 2.38 0.1303
H -0.45 1.90 1.63 0.1321
H 1.05 1.40 2.38 0.1657
H -0.44 2.03 -0.67 0.1635
H 1.74 0.23 0.44 0.1509
H 2.14 1.30 -1.61 0.1095
H 1.08 2.41 -2.22 0.1132
H 0.12 -0.56 3.02 0.1088
H -0.12 -0.35 -1.96 0.1135
H -0.86 -0.74 1.70 0.0496
H 0.84 -3.07 -1.47 0.0621
H -0.32 -2.50 -0.60 0.0197
O 0.39 -2.26 -1.21 -0.0538
H -2.82 -1.83 0.17 0.0906
H -1.69 -0.86 -0.34 0.0149
O -1.87 -1.61 0.25 -0.0688
```


No. 3
This record from the Open Molecules 2025 dataset describes C4H8O2 in the gas phase. The level of theory is the ωB97M-V functional and the def2-TZVPD basis.

Output
lowest unoccupied orbital energy (alpha / beta): -0.043 / -0.043 hartree
Kohn-Sham gap (alpha / beta): 7.682 / 7.659 eV
HOMO energy (alpha / beta): -8.85 / -8.84 eV
ΔE to the lowest compared entry with this formula, charge and spin: 118.5 kcal/mol
electronic energy: -8368.145 eV

Structure (XYZ):
```
14
Properties=species:S:1:pos:R:3:lowdin_charge:R:1
C -1.55 -0.53 0.18 0.0021
C -0.15 0.01 0.12 -0.5955
C 1.06 -0.81 -0.31 -0.2968
O 2.06 0.11 -0.07 -0.2337
C 0.16 1.31 -0.51 0.2824
O 0.26 0.62 1.37 -0.0044
H -1.60 -1.31 0.94 0.0947
H -1.84 -0.96 -0.78 0.0915
H -2.27 0.25 0.45 0.0887
H 0.94 -1.09 -1.38 0.1246
H 1.17 -1.75 0.27 0.1295
H 1.28 0.53 1.20 0.0993
H -0.40 2.17 -0.17 0.1130
H 0.88 1.44 -1.30 0.1046
```


No. 4
This record from the Open Molecules 2025 dataset describes a gas-phase ion, C20H20F3N2O2 (charge +1) in a non-equilibrium geometry. The level of theory is the ωB97M-V functional and the def2-TZVPD basis.

Output
lowest unoccupied orbital energy: -0.110 hartree
Kohn-Sham gap: 9.033 eV
HOMO energy: -12.01 eV
SMILES: NC(=O)c1cccc(OCC2=CC[C@H](c3cc(F)c(F)cc3F)[C@@H]([NH3+])C2)c1
electronic energy: -36283.119 eV
net charge: +1

Structure (XYZ):
```
47
Properties=species:S:1:pos:R:3:lowdin_charge:R:1
N 3.06 -3.29 0.41 0.1951
C 1.81 -2.82 0.28 -0.3591
O 1.77 -1.62 0.73 -0.0606
C 0.96 -3.32 -0.81 -0.1692
C 1.14 -4.54 -1.47 0.0145
C 0.10 -4.90 -2.34 -0.0434
C -0.91 -4.03 -2.65 0.0048
C -1.02 -2.82 -2.01 -0.2205
O -1.96 -1.86 -2.40 -0.0386
C -1.42 -0.61 -2.89 -0.1178
C -1.37 0.40 -1.76 -0.1489
C -2.25 0.39 -0.74 -0.0124
C -2.04 1.45 0.26 -0.1620
C -0.63 1.46 0.67 -0.2530
C -0.37 2.37 1.90 -0.1144
C -0.90 3.69 1.91 0.0991
C -0.60 4.57 3.10 -0.1119
F -1.03 5.90 3.04 0.0462
C 0.07 4.08 4.17 -0.2600
F 0.31 4.80 5.25 0.1263
C 0.61 2.78 4.18 0.1102
C 0.44 1.94 3.00 -0.1661
F 1.08 0.74 3.15 0.0355
C 0.37 1.81 -0.40 -0.2043
N 1.56 0.93 -0.20 0.2368
C -0.29 1.54 -1.78 -0.0202
C -0.01 -2.48 -1.16 0.0054
H 3.29 -4.11 -0.11 0.0908
H 3.68 -3.10 1.15 0.1131
H 1.83 -5.24 -0.99 0.1205
H -0.04 -5.81 -2.93 0.1207
H -1.71 -4.49 -3.26 0.1422
H -0.42 -0.65 -3.36 0.1357
H -1.97 -0.29 -3.75 0.1245
H -3.15 -0.18 -0.57 0.1338
H -2.63 1.11 1.12 0.1432
H -2.44 2.46 0.05 0.1393
H -0.41 0.44 0.98 0.1489
H -1.53 3.98 1.05 0.1237
H 1.19 2.43 5.07 0.1547
H 0.80 2.77 -0.36 0.1437
H 1.26 -0.02 -0.13 0.0786
H 2.28 0.96 -0.98 0.2071
H 2.05 1.15 0.66 0.1615
H -0.78 2.40 -2.09 0.1100
H 0.45 1.34 -2.46 0.0889
H -0.24 -1.67 -0.53 0.1078
```


No. 5
This record from the Open Molecules 2025 dataset describes 12 unconnected molecules or ions with the total composition C24H72O24 in a non-equilibrium geometry. The level of theory is the ωB97M-V functional and the def2-TZVPD basis.

Output
lowest unoccupied orbital energy (alpha / beta): -0.087 / -0.321 hartree
Kohn-Sham gap (alpha / beta): 9.216 / 2.856 eV
HOMO energy (alpha / beta): -11.58 / -11.58 eV
ΔE to the lowest compared entry with this formula, charge and spin: 35.8 kcal/mol
electronic energy: -75179.320 eV
net charge: +1
2S+1: 2

Structure (XYZ):
```
120
Properties=species:S:1:pos:R:3:lowdin_spin:R:1
C -6.15 -11.84 -12.78 0.0000
C -5.70 -10.37 -12.60 0.0000
O -4.42 -10.18 -13.22 0.0000
O -7.39 -12.26 -12.16 0.0001
H -5.32 -12.43 -12.41 0.0000
H -6.17 -12.13 -13.83 0.0000
H -5.70 -10.14 -11.53 0.0000
H -6.43 -9.76 -13.12 0.0000
H -4.43 -10.47 -14.14 0.0000
H -8.03 -11.82 -12.72 -0.0001
C -10.56 -9.39 -9.47 0.0080
C -10.62 -9.46 -11.02 0.1446
O -11.91 -9.31 -11.59 0.6725
O -11.29 -8.33 -8.93 0.0121
H -9.52 -9.40 -9.13 0.0008
H -11.10 -10.24 -9.05 0.0062
H -10.29 -10.46 -11.32 0.0683
H -10.03 -8.76 -11.60 0.0550
H -11.84 -9.33 -12.55 0.0070
H -12.20 -8.62 -8.96 -0.0002
C -12.37 -7.80 -14.44 0.0017
C -13.38 -7.83 -15.60 0.0001
O -12.93 -8.06 -16.95 0.0009
O -11.67 -9.05 -14.29 -0.0015
H -12.91 -7.56 -13.52 0.0008
H -11.66 -6.99 -14.58 0.0003
H -13.97 -6.92 -15.60 0.0000
H -14.16 -8.54 -15.35 0.0001
H -11.99 -7.88 -16.90 0.0000
H -10.85 -9.01 -14.79 0.0000
C -6.30 -4.66 -17.43 0.0000
C -4.87 -4.37 -17.86 0.0000
O -3.96 -5.21 -17.27 0.0000
O -6.67 -3.95 -16.30 0.0000
H -6.41 -5.73 -17.23 0.0000
H -7.03 -4.43 -18.21 0.0000
H -4.64 -3.35 -17.56 0.0000
H -4.86 -4.48 -18.94 0.0000
H -3.47 -4.75 -16.59 0.0000
H -7.59 -4.09 -16.05 0.0000
C -7.41 -12.44 -16.42 0.0000
C -7.16 -13.76 -15.70 0.0000
O -7.38 -14.73 -16.75 0.0000
O -8.76 -12.10 -16.71 0.0001
H -6.76 -12.38 -17.30 0.0000
H -7.05 -11.64 -15.77 0.0000
H -7.82 -13.81 -14.83 0.0000
H -6.19 -13.79 -15.22 0.0000
H -6.68 -14.58 -17.40 0.0000
H -9.08 -12.72 -17.38 0.0000
C -10.57 -4.02 -16.26 0.0000
C -11.32 -3.30 -15.09 0.0000
O -11.93 -4.29 -14.28 0.0000
O -9.35 -4.67 -15.79 0.0000
H -10.33 -3.30 -17.04 0.0000
H -11.10 -4.84 -16.74 0.0000
H -12.09 -2.70 -15.57 0.0000
H -10.71 -2.64 -14.48 0.0000
H -12.83 -4.46 -14.57 0.0000
H -9.62 -5.07 -14.96 0.0000
C -6.71 -5.32 -13.37 0.0006
C -7.10 -6.32 -12.26 0.0002
O -8.42 -6.81 -12.57 0.0056
O -6.38 -5.99 -14.58 0.0001
H -5.84 -4.70 -13.14 0.0002
H -7.38 -4.48 -13.56 0.0000
H -7.10 -5.87 -11.26 0.0000
H -6.39 -7.15 -12.19 0.0000
H -8.98 -6.04 -12.48 -0.0001
H -6.26 -5.32 -15.25 0.0000
C -8.45 -8.20 -16.03 0.0000
C -9.39 -8.40 -17.27 0.0000
O -10.43 -7.41 -17.26 0.0000
O -9.09 -8.50 -14.86 0.0002
H -8.07 -7.18 -15.98 0.0000
H -7.59 -8.86 -16.02 0.0000
H -9.90 -9.36 -17.14 0.0000
H -8.76 -8.23 -18.14 0.0000
H -10.04 -6.54 -17.33 0.0000
H -8.60 -8.10 -14.14 0.0000
C -9.40 -3.40 -19.93 0.0000
C -9.95 -3.24 -21.38 0.0000
O -11.28 -2.78 -21.31 0.0000
O -9.96 -4.50 -19.29 0.0000
H -9.66 -2.48 -19.40 0.0000
H -8.31 -3.48 -19.92 0.0000
H -10.02 -4.13 -22.00 0.0000
H -9.43 -2.52 -22.00 0.0000
H -11.88 -3.47 -21.01 0.0000
H -9.91 -5.29 -19.82 0.0000
C -9.52 -7.70 -21.81 0.0000
C -8.84 -7.55 -23.13 0.0000
O -7.43 -7.63 -22.95 0.0000
O -9.19 -6.75 -20.92 0.0000
H -9.29 -8.70 -21.42 0.0000
H -10.60 -7.63 -21.96 0.0000
H -9.08 -6.57 -23.54 0.0000
H -9.26 -8.24 -23.87 0.0000
H -7.20 -7.15 -22.15 0.0000
H -8.42 -7.13 -20.49 0.0000
C -4.69 -8.87 -18.80 0.0000
C -5.41 -8.08 -19.93 0.0000
O -6.79 -8.21 -19.93 0.0000
O -4.95 -8.17 -17.60 0.0000
H -3.61 -8.79 -18.86 0.0000
H -4.89 -9.94 -18.73 0.0000
H -5.05 -8.23 -20.95 0.0000
H -5.19 -7.01 -19.82 0.0000
H -6.97 -9.07 -19.54 0.0000
H -4.62 -7.27 -17.67 0.0000
C -10.39 -13.62 -12.88 0.0014
C -10.67 -12.51 -13.82 0.0020
O -9.53 -11.67 -13.89 0.0086
O -11.51 -14.52 -12.93 0.0010
H -10.31 -13.17 -11.89 0.0008
H -9.46 -14.16 -13.01 0.0005
H -11.53 -11.88 -13.57 0.0008
H -10.95 -12.90 -14.79 0.0010
H -9.52 -11.25 -14.76 0.0000
H -11.77 -14.89 -12.09 0.0000
```


No. 6
This record from the Open Molecules 2025 dataset describes a molecular structure, C31H46P2Sm in a non-equilibrium geometry. The level of theory is the ωB97M-V functional and the def2-TZVPD basis.

Output
lowest unoccupied orbital energy (alpha / beta): -0.121 / -0.095 hartree
Kohn-Sham gap (alpha / beta): 7.399 / 8.107 eV
HOMO energy (alpha / beta): -10.68 / -10.70 eV
ΔE to the lowest compared entry with this formula, charge and spin: 0.0 kcal/mol
electronic energy: -69366.069 eV
net charge: +1
2S+1: 6

Structure (XYZ):
```
80
Properties=species:S:1:pos:R:3:lowdin_spin:R:1
Sm 1.33 1.07 -0.17 5.0968
C 3.64 0.48 -1.46 -0.0164
C 2.75 1.11 -2.39 -0.0077
C 3.15 2.60 -0.66 -0.0153
C 3.89 1.39 -0.40 -0.0038
C 2.44 2.43 -1.90 -0.0141
C 4.43 -0.75 -1.72 -0.0026
H 3.87 -1.50 -2.28 -0.0002
H 4.77 -1.22 -0.80 -0.0002
H 5.34 -0.53 -2.31 -0.0012
C 4.81 1.20 0.75 0.0011
H 5.36 0.27 0.65 0.0000
H 4.25 1.16 1.69 0.0002
H 5.53 2.03 0.82 0.0002
C 2.98 3.71 0.32 -0.0014
H 3.93 4.25 0.45 -0.0005
H 2.68 3.32 1.31 -0.0002
H 2.21 4.42 0.00 0.0001
C 1.37 3.32 -2.42 -0.0015
H 1.80 4.08 -3.08 -0.0005
H 0.83 3.85 -1.63 -0.0003
H 0.62 2.78 -3.01 0.0001
C 2.33 0.57 -3.71 0.0005
H 2.85 1.10 -4.54 0.0000
H 1.25 0.68 -3.90 0.0001
H 2.57 -0.50 -3.82 0.0000
C 0.55 -2.00 0.74 -0.0018
C 1.05 -2.33 -0.46 -0.0023
C 0.35 -2.33 -1.78 0.0002
C -1.01 -1.58 -1.97 0.0002
C -1.10 -0.14 -1.63 -0.0024
C -1.46 0.37 -0.41 -0.0041
C -1.46 -0.33 0.92 -0.0006
C -0.91 -1.79 1.01 0.0001
H 0.11 -3.36 -2.11 0.0000
H -1.82 -2.16 -1.47 -0.0001
H 1.08 -1.92 -2.50 0.0001
H -1.53 -2.46 0.40 0.0000
H 1.24 -1.93 1.60 0.0002
H 2.12 -2.59 -0.54 0.0000
H -1.08 -2.08 2.06 0.0000
H -0.85 0.30 1.61 -0.0003
H -1.61 1.45 -0.33 0.0001
H -2.47 -0.40 1.37 -0.0001
H -1.23 -1.69 -3.04 0.0000
H -0.97 0.56 -2.46 0.0002
P -3.72 -2.96 -0.82 0.0000
C -3.80 -4.16 0.56 0.0000
C -4.32 -4.11 -2.13 0.0000
P -5.53 -0.52 -1.25 0.0000
C -5.39 -2.21 -0.50 0.0000
C -6.70 -1.01 -2.61 0.0000
C -6.94 0.02 -0.17 0.0000
H -3.76 -3.63 1.52 0.0000
H -2.96 -4.86 0.50 0.0000
H -4.76 -4.71 0.48 0.0000
H -5.14 -4.70 -1.70 0.0000
H -3.49 -4.78 -2.42 0.0000
H -4.67 -3.56 -3.01 0.0000
H -7.77 -0.70 -0.23 0.0000
H -7.26 0.99 -0.54 0.0000
H -6.59 0.12 0.87 0.0000
H -5.55 -2.16 0.59 0.0000
H -6.12 -2.88 -0.97 0.0000
H -7.06 -0.08 -3.06 0.0000
H -7.55 -1.57 -2.18 0.0000
H -6.20 -1.62 -3.37 0.0000
C 1.57 1.12 2.09 -0.0176
C 2.22 1.59 3.06 -0.0040
C 2.90 2.15 4.14 -0.0001
C 3.87 1.41 4.84 -0.0003
C 4.65 2.03 5.83 0.0000
C 4.44 3.39 6.13 -0.0004
C 3.43 4.12 5.48 0.0000
C 2.65 3.51 4.50 -0.0003
H 4.00 0.35 4.60 0.0000
H 5.41 1.45 6.36 0.0000
H 5.05 3.87 6.90 0.0000
H 3.24 5.17 5.75 0.0000
H 1.85 4.05 3.99 0.0000
```